[1]
C4H13N3 | ωB97M-V with the def2-TZVPD basis set

Geometry as XYZ:
```
20
Properties=species:S:1:pos:R:3:forces:R:3:nbo_charge:R:1
N 1.658 2.163 -0.500 0.1 0.5 0.0 -0.83
C 1.932 0.752 -0.386 0.5 -0.7 0.1 -0.21
C 0.973 -0.044 0.517 0.1 0.7 -0.8 -0.43
C -0.381 -0.275 -0.140 -0.7 -0.4 -0.1 -0.06
N -0.380 -1.402 -1.084 -0.2 0.3 0.3 -0.85
C -1.496 -0.417 0.928 0.7 0.0 -0.2 -0.21
N -2.788 -0.785 0.415 -0.1 0.6 0.9 -0.85
H 0.689 2.372 -0.694 -0.1 -0.1 0.0 0.35
H 1.906 2.628 0.363 -0.1 0.1 0.0 0.35
H 1.973 0.307 -1.382 -0.2 0.0 -0.1 0.18
H 2.968 0.648 -0.028 -0.3 0.1 0.1 0.19
H 0.837 0.555 1.413 0.0 -0.1 0.4 0.20
H 1.426 -1.002 0.754 0.0 -0.2 0.3 0.20
H -0.696 0.603 -0.723 0.3 0.0 0.0 0.17
H 0.243 -2.136 -0.775 0.0 0.0 -0.2 0.35
H -0.136 -1.100 -2.015 0.2 -0.2 0.0 0.36
H -1.516 0.548 1.448 -0.1 0.1 0.0 0.16
H -1.182 -1.132 1.689 0.0 -0.2 0.0 0.18
H -2.931 -0.613 -0.561 0.0 -0.4 -0.2 0.37
H -3.101 -1.670 0.761 -0.2 -0.3 -0.5 0.37
```
Positions in Å, forces in eV/Å.

Properties
Charge = 0
Kohn-Sham gap = 9.74 eV
Multiplicity = 1
E_LUMO = 1.1 eV


[2]
C4H13N3 | ωB97M-V with the def2-TZVPD basis set

Geometry as XYZ:
```
20
Properties=species:S:1:pos:R:3:forces:R:3:nbo_charge:R:1
C -0.014 -1.234 -1.126 0.2 1.3 1.8 -0.57
C 0.768 -0.701 0.083 -0.8 -1.3 0.6 -0.25
C 2.245 -0.647 -0.213 -1.3 -2.7 -2.8 -0.59
C 0.193 0.630 0.389 -2.5 2.1 -3.3 -0.24
N -1.395 0.674 0.210 2.8 1.8 -0.3 -0.15
N -2.064 0.074 1.319 0.1 -2.5 -3.1 -0.64
N -1.770 2.027 0.009 -0.5 -0.1 3.1 -0.68
H -0.082 -0.442 -1.833 -0.6 0.4 -0.8 0.20
H 0.412 -2.066 -1.537 1.6 -2.1 -1.2 0.20
H -0.931 -1.586 -0.723 -1.3 0.2 -0.3 0.20
H 0.494 -1.390 0.901 0.5 0.2 0.1 0.19
H 2.974 -0.533 0.514 1.0 0.4 1.7 0.21
H 2.250 0.142 -0.930 1.0 0.7 -0.8 0.20
H 2.460 -1.636 -0.790 0.1 1.7 1.0 0.20
H 0.415 1.019 1.330 0.5 0.7 1.9 0.17
H 0.520 1.444 -0.413 -0.4 -1.8 1.6 0.19
H -1.487 0.167 2.133 0.4 -0.3 0.7 0.32
H -1.957 -0.924 0.861 -0.8 1.9 2.5 0.36
H -1.652 2.304 -0.929 0.4 0.3 -0.9 0.36
H -1.380 2.679 0.746 -0.4 -0.8 -1.5 0.32
```
Positions in Å, forces in eV/Å.

Properties
Charge = 0
Kohn-Sham gap = 9.63 eV
Multiplicity = 1
E_LUMO = 0.9 eV


[3]
C4H13N3 | ωB97M-V with the def2-TZVPD basis set

Geometry as XYZ:
```
20
Properties=species:S:1:pos:R:3:forces:R:3:nbo_charge:R:1
C -0.138 1.731 -0.959 1.8 0.2 -2.7 -0.65
C -0.008 0.288 -0.575 -2.6 -3.4 -0.1 -0.04
C 0.621 -0.889 -1.514 -1.8 2.3 -0.5 -0.21
N 0.032 -1.010 -2.881 -2.1 0.4 -0.2 -0.85
N 0.450 0.087 0.845 -0.7 0.0 -0.6 -0.65
C -0.626 -0.056 1.816 1.8 0.0 2.2 -0.03
N -0.032 -0.106 3.237 3.7 -1.8 -3.5 -0.84
H -1.210 1.932 -0.898 0.6 1.2 0.2 0.23
H 0.257 1.939 -2.026 -1.0 -0.5 1.2 0.22
H 0.602 2.289 -0.403 -0.5 0.8 0.6 0.22
H -1.177 -0.006 -0.688 2.5 -0.1 0.9 0.16
H 1.628 -0.707 -1.762 1.6 -0.1 0.7 0.19
H 0.387 -1.779 -0.987 0.5 -0.8 0.7 0.19
H -0.558 -1.860 -2.993 0.8 0.7 0.4 0.35
H -0.667 -0.251 -3.046 0.9 -0.6 0.1 0.35
H 1.061 0.827 1.171 0.0 0.2 -0.3 0.37
H -1.405 0.671 1.798 -0.5 1.1 0.0 0.15
H -1.086 -0.977 1.695 -1.0 -1.9 -0.9 0.16
H -0.700 -0.304 3.907 -1.9 -0.4 1.4 0.35
H 0.631 -1.016 3.215 -1.9 2.8 0.1 0.35
```
Positions in Å, forces in eV/Å.

Properties
Charge = 0
Kohn-Sham gap = 9.82 eV
Multiplicity = 1
E_LUMO = 1.0 eV


[4]
C4H13N3 | ωB97M-V with the def2-TZVPD basis set

Geometry as XYZ:
```
20
Properties=species:S:1:pos:R:3:forces:R:3:nbo_charge:R:1
C -1.234 -1.102 0.622 0.2 0.1 -0.2 -0.04
C -0.934 0.865 -0.578 0.2 -0.4 0.3 -0.49
C -1.696 1.822 0.298 0.0 0.0 0.0 -0.65
N -0.337 -2.061 0.505 0.1 0.1 0.0 -0.78
H -0.487 -2.639 -0.319 0.0 0.1 0.1 0.35
H 0.916 -1.508 0.696 -0.1 0.0 0.0 0.41
H -1.220 -0.517 1.531 0.0 0.0 0.0 0.19
H -2.185 -1.162 0.100 0.1 0.0 0.0 0.17
H -0.103 1.324 -1.105 0.0 0.1 0.0 0.17
H -1.536 0.336 -1.312 0.0 0.0 0.0 0.18
H -2.068 2.694 -0.256 0.0 -0.1 0.1 0.20
H -2.567 1.346 0.758 0.0 0.0 0.0 0.20
H -1.067 2.196 1.111 0.0 0.0 0.0 0.21
C 2.457 -0.667 -0.690 -0.1 0.1 0.1 -0.47
N 1.658 -0.608 0.536 -0.2 0.3 0.0 -0.29
N 1.030 0.473 0.833 0.1 -0.5 -0.2 -0.30
H 1.393 1.253 0.271 0.0 -0.1 0.0 0.32
H 2.948 -1.637 -0.753 0.0 0.0 0.0 0.22
H 1.813 -0.527 -1.567 0.0 0.0 0.1 0.21
H 3.218 0.118 -0.681 -0.1 0.0 0.0 0.20
```
Positions in Å, forces in eV/Å.

Properties
Charge = 0
Kohn-Sham gap (spin up / spin down) = 7.43 / 7.18 eV
Multiplicity = 1
E_LUMO (spin up / spin down) = 0.5 / 0.3 eV


[5]
C4H13N3 | ωB97M-V with the def2-TZVPD basis set

Geometry as XYZ:
```
20
Properties=species:S:1:pos:R:3:forces:R:3:nbo_charge:R:1
C 0.958 -1.056 1.567 0.9 0.0 -0.1 -0.61
C -0.015 -0.533 0.522 -1.6 0.1 0.1 -0.05
C 0.390 -0.842 -0.917 0.1 -0.9 0.2 -0.23
N 0.737 -2.280 -1.011 -0.2 -0.2 -0.3 -0.85
N -0.266 0.912 0.664 0.8 0.1 0.8 -0.66
C -1.245 1.627 -0.152 0.0 -0.5 0.1 -0.06
N -0.753 2.811 -0.799 -0.8 -0.7 -0.7 -0.85
H 0.846 -2.120 1.768 -0.5 0.0 -0.1 0.23
H 2.005 -1.017 1.245 -0.1 0.5 0.0 0.21
H 0.860 -0.519 2.513 0.0 0.0 -0.1 0.20
H -0.961 -1.042 0.794 0.1 -0.2 -0.6 0.15
H 1.211 -0.158 -1.143 0.2 -0.3 -0.2 0.20
H -0.419 -0.665 -1.626 0.0 0.5 0.1 0.18
H -0.047 -2.772 -1.428 -0.1 0.0 0.3 0.35
H 1.503 -2.539 -1.617 0.3 0.6 0.0 0.36
H -0.402 1.082 1.652 0.0 0.3 -0.1 0.36
H -2.111 1.968 0.418 0.0 -0.3 0.3 0.17
H -1.628 0.911 -0.884 0.0 0.2 -0.2 0.17
H -0.717 3.610 -0.202 0.5 0.3 0.2 0.36
H 0.055 2.623 -1.365 0.4 0.4 0.2 0.36
```
Positions in Å, forces in eV/Å.

Properties
Charge = 0
Kohn-Sham gap = 9.60 eV
Multiplicity = 1
E_LUMO = 1.1 eV


[6]
C4H13N3 | ωB97M-V with the def2-TZVPD basis set

Geometry as XYZ:
```
20
Properties=species:S:1:pos:R:3:forces:R:3:nbo_charge:R:1
N -1.203 -0.377 -2.334 0.2 -0.2 -0.9 -0.86
C -0.092 -1.155 -1.791 0.3 0.5 -0.6 -0.22
C 0.663 -0.263 -0.803 0.1 -1.7 -0.1 -0.41
C -0.061 0.040 0.506 1.8 2.4 -0.2 -0.08
N 0.088 -1.036 1.456 -0.9 -0.7 -0.3 -0.83
C 0.690 1.323 1.003 -0.2 0.1 0.3 -0.21
N 0.409 1.837 2.360 -0.2 -1.1 -0.4 -0.81
H -1.688 -0.878 -3.067 -0.1 0.1 0.1 0.36
H -1.864 -0.032 -1.663 -0.1 -0.2 0.3 0.35
H -0.392 -2.170 -1.472 0.2 0.4 0.5 0.16
H 0.649 -1.319 -2.599 -0.6 0.0 0.1 0.19
H 0.908 0.638 -1.358 -0.2 0.3 0.1 0.22
H 1.632 -0.762 -0.616 -0.4 0.2 0.4 0.22
H -1.062 0.403 0.278 -0.6 -0.4 0.2 0.15
H -0.314 -0.824 2.365 0.0 0.3 -0.1 0.35
H -0.530 -1.762 1.098 0.3 -0.4 0.2 0.36
H 0.470 2.149 0.319 0.1 -0.2 -0.1 0.19
H 1.756 1.089 0.936 0.0 0.2 0.1 0.19
H -0.580 2.071 2.412 0.0 0.1 0.1 0.34
H 0.522 1.029 2.970 0.1 0.4 0.3 0.34
```
Positions in Å, forces in eV/Å.

Properties
Charge = 0
Kohn-Sham gap = 10.11 eV
Multiplicity = 1
E_LUMO = 0.9 eV


[7]
C4H13N3 | ωB97M-V with the def2-TZVPD basis set

Geometry as XYZ:
```
20
Properties=species:S:1:pos:R:3:forces:R:3:nbo_charge:R:1
C 1.694 -0.383 -0.076 -1.1 4.1 0.4 0.38
C -0.110 -2.233 -0.281 -1.2 3.0 3.3 -0.23
C -1.481 0.635 1.382 0.5 0.8 -1.5 -0.41
C -1.128 0.913 -1.057 2.5 0.7 1.1 -0.38
N 2.372 0.785 -0.011 0.9 -2.0 -1.3 -0.72
N 0.374 -0.487 0.153 2.5 -4.8 -1.5 -0.28
N -0.420 0.658 0.291 1.0 -0.3 0.3 -0.19
H 2.355 -1.155 -0.387 -0.3 -1.4 0.1 0.27
H 0.319 -2.504 -1.188 0.9 0.0 -1.6 0.24
H -1.202 -2.155 -0.276 0.4 -0.3 0.0 0.24
H 0.329 -2.642 0.633 -0.3 -0.3 -0.4 0.25
H -1.364 0.010 2.208 1.8 -0.3 1.8 0.27
H -1.556 1.708 1.503 -1.0 -0.1 0.9 0.25
H -2.311 0.114 0.996 -1.5 0.3 -1.2 0.24
H -1.379 -0.070 -1.367 -1.4 -0.4 -0.3 0.24
H -1.766 1.735 -0.851 -1.4 0.1 -0.3 0.26
H -0.363 1.238 -1.734 0.5 0.3 -0.5 0.23
H 3.293 0.774 -0.489 -0.5 -0.1 0.8 0.46
H 2.025 1.715 -0.031 -0.6 0.8 0.3 0.42
H 0.320 1.346 0.582 -1.6 0.0 -0.4 0.44
```
Positions in Å, forces in eV/Å.

Properties
Charge = +2
Kohn-Sham gap = 11.54 eV
Multiplicity = 1
E_LUMO = -8.4 eV


[8]
C4H13N3O | ωB97M-V with the def2-TZVPD basis set

Geometry as XYZ:
```
21
Properties=species:S:1:pos:R:3:forces:R:3:nbo_charge:R:1
C -2.055 -0.473 -0.428 0.0 0.1 0.2 -0.61
C -1.020 0.414 -1.118 0.0 -0.2 0.2 -0.23
N -0.043 1.003 -0.172 -0.7 -0.7 0.6 -0.15
N -0.701 1.906 0.689 -0.4 0.1 0.3 -0.67
N 0.916 1.763 -0.883 1.1 0.7 -1.4 -0.71
H -2.706 -0.935 -1.177 0.1 0.1 0.0 0.21
H -1.578 -1.278 0.140 0.0 0.2 -0.1 0.21
H -2.690 0.099 0.255 0.2 0.0 -0.1 0.22
H -1.533 1.190 -1.701 0.1 0.2 0.0 0.17
H -0.478 -0.220 -1.833 0.2 0.3 0.2 0.19
H -0.790 2.809 0.223 -0.1 0.0 -0.2 0.33
H -0.143 2.075 1.524 0.0 -0.3 -0.2 0.35
H 1.721 1.951 -0.285 -0.3 -0.2 0.1 0.35
H 1.287 1.237 -1.677 -0.3 -0.1 0.2 0.35
C 1.223 -1.416 1.745 -0.2 -0.6 -0.2 -0.53
C 1.281 -2.159 0.637 0.1 0.7 0.5 0.15
O 1.931 -1.783 -0.503 0.0 0.3 0.0 -0.68
H 1.705 -0.448 1.815 0.0 0.0 -0.1 0.19
H 0.656 -1.754 2.605 0.1 0.0 -0.1 0.21
H 0.799 -3.122 0.527 0.1 0.0 0.0 0.18
H 2.219 -0.861 -0.383 -0.1 -0.4 -0.1 0.47
```
Positions in Å, forces in eV/Å.

Properties
Charge = 0
Kohn-Sham gap = 9.04 eV
Multiplicity = 1
E_LUMO = 0.8 eV


The records above yield energy relative to the best compared isomer or geometry (same formula, charge and spin) values of 0.551; 3.592; 2.392; 5.687; 0.892; 0.673; 5.410; 3.752 eV, respectively.